Molecular formula: C8H5ClN2S2
Method: DFT, ωB97M-V with the def2-TZVPD basis set

Its energy above the lowest of the compared OMol25 structures with the same formula, charge and spin is 0.046 eV. The multiplicity is 1. The molar mass is 228.73 u. The LUMO energy comes out at -0.20 eV. As for the SMILES: Clc1nss/c1=N\c1ccccc1. Its calculated total energy is -1673.85884 Eh. The HOMO energy comes out at -0.3079 Eh. Its frontier orbital gap is 8.18 eV.

Structure (XYZ):
```
18
Properties=species:S:1:pos:R:3:forces:R:3
Cl -2.955 -1.388 -0.206 -0.9 -0.5 0.5
S -0.158 -0.437 -3.157 -1.3 -0.3 0.8
S 0.821 0.267 -1.454 -0.1 -0.1 -0.4
N -1.604 -0.963 -2.379 0.7 -0.4 -1.4
N -0.459 -0.186 0.860 -0.6 0.0 0.1
C 2.607 1.541 3.125 -0.4 2.1 -0.4
C -1.647 -0.932 -1.126 2.3 2.1 0.1
C -0.487 -0.236 -0.385 -0.7 -1.1 -0.9
C 0.598 0.388 1.522 1.1 0.9 2.8
C 1.109 1.702 1.323 -5.4 -2.5 -5.0
C 2.019 2.248 2.081 1.9 -0.7 1.3
C 1.103 -0.275 2.653 0.8 4.9 -3.6
C 2.125 0.298 3.342 -0.5 0.9 -0.6
H 2.472 -0.288 4.062 1.8 -2.1 3.4
H 3.233 2.159 3.753 0.6 -0.8 0.2
H 2.420 3.062 1.626 1.2 3.0 -0.1
H 0.794 -1.167 2.860 -1.9 -5.2 1.4
H 0.592 2.188 0.388 1.4 -0.3 2.0
```
Positions in Å, forces in eV/Å.


Molecular formula: C4H7NO
Method: DFT, ωB97M-V with the def2-TZVPD basis set

Its energy above the lowest of the compared OMol25 structures with the same formula, charge and spin is 3.460 eV. The multiplicity is 1. The molar mass is 85.11 u. The LUMO energy comes out at 0.82 eV. As for the SMILES: CC#CO.C=N. Its calculated total energy is -286.50449 Eh. The HOMO energy comes out at -0.3047 Eh. Its frontier orbital gap is 9.11 eV.

Structure (XYZ):
```
13
Properties=species:S:1:pos:R:3:forces:R:3
O -0.358 1.516 -0.443 0.1 0.4 0.0
N -2.295 -0.480 -0.331 0.7 0.1 -0.6
C 1.893 0.468 -0.127 -0.4 0.1 -0.1
C 3.214 -0.104 0.051 0.1 -0.1 0.0
C 0.800 0.936 -0.278 0.0 0.0 0.0
C -3.258 -0.411 0.464 -0.6 -0.1 0.4
H -3.357 0.489 1.059 -0.1 0.1 0.1
H -4.019 -1.178 0.620 0.1 -0.1 -0.1
H -2.221 -1.336 -0.878 -0.2 0.0 0.2
H 3.526 -0.635 -0.850 0.1 0.0 0.1
H 3.935 0.687 0.256 0.1 -0.1 0.0
H -1.076 0.849 -0.432 -0.2 -0.4 0.0
H 3.215 -0.802 0.888 0.1 0.0 0.0
```
Positions in Å, forces in eV/Å.


Molecular formula: C33H45BN6O6S
Method: DFT, ωB97M-V with the def2-TZVPD basis set

The multiplicity is 1. The molar mass is 664.64 u. The LUMO energy comes out at -0.19 eV. As for the SMILES: C#C[C@@]1(CCCCC)OS(=O)(=O)O[C@@H]1B(O)O.c1cc[nH]c1.c1cc[nH]c1.c1cc[nH]c1.c1cc[nH]c1.c1cc[nH]c1.c1cc[nH]c1. Its calculated total energy is -2487.20000 Eh. The HOMO energy comes out at -0.3017 Eh. Its frontier orbital gap is 8.02 eV.

Structure (XYZ):
```
92
Properties=species:S:1:pos:R:3:forces:R:3
S -1.556 0.400 3.882 -4.7 -5.5 1.4
O -3.519 2.674 2.465 3.1 0.1 -1.2
O -1.134 -0.654 4.887 0.8 4.5 -2.6
O -0.647 0.491 2.441 -0.6 1.2 1.4
O -1.465 2.038 4.353 0.8 -2.0 -1.5
O -2.044 4.106 1.072 0.6 -3.0 1.3
O -2.955 -0.089 3.488 4.1 3.2 0.0
N -0.031 -5.628 -5.037 0.1 -0.1 0.0
N -1.434 7.468 -1.804 0.0 0.0 0.0
N 5.165 -0.355 8.079 0.0 0.0 0.0
N 3.399 5.893 1.444 0.0 -0.1 0.0
N -3.508 -7.424 -3.108 -0.1 -0.1 0.1
N -2.289 -2.715 -4.907 0.0 0.0 0.0
C 5.994 1.690 8.318 0.2 -0.2 -0.1
C -4.136 -7.486 -1.892 0.0 0.0 0.0
C 1.972 0.800 4.733 -3.5 2.6 -5.9
C -2.646 -3.803 -5.660 0.0 0.0 -0.1
C 0.579 -7.723 -5.447 -0.3 -0.1 0.1
C -4.725 -9.281 -3.112 0.1 0.0 -0.3
C 0.829 -0.800 -2.544 0.0 0.8 -0.4
C 1.127 1.309 3.843 4.8 -2.6 4.2
C -3.866 -8.512 -3.860 0.0 0.0 0.0
C 0.075 0.815 -0.618 -1.5 0.2 0.6
C 4.621 1.715 8.666 -0.3 -0.1 0.0
C 3.554 6.806 2.453 0.0 0.1 0.1
C -3.505 -4.573 -4.911 0.2 0.0 -0.3
C -0.903 2.776 3.191 0.1 0.5 -1.1
C 1.220 2.133 1.475 -0.4 0.6 -0.6
C 0.162 0.662 -2.235 0.1 -0.8 1.4
C 4.814 6.649 2.977 -0.3 0.2 0.0
C -2.916 -2.779 -3.690 0.0 0.0 0.1
C -2.777 6.771 -0.180 0.2 0.0 0.1
C 1.678 -6.872 -5.717 0.1 0.2 0.0
C -3.565 7.370 -1.193 0.0 0.2 -0.3
C 4.136 0.439 8.512 -0.1 0.0 0.0
C 0.143 1.706 2.590 2.4 0.3 3.1
C -0.463 -6.928 -5.033 0.0 0.1 0.0
C -3.676 -3.924 -3.664 0.1 0.2 0.3
C -4.897 -8.630 -1.865 0.0 0.2 0.2
C 4.543 5.149 1.324 0.1 -0.1 -0.1
C 1.271 -5.584 -5.458 0.0 0.0 0.1
C -1.465 6.848 -0.582 0.0 -0.1 0.0
C 5.442 5.599 2.262 0.0 -0.2 -0.2
C 0.670 2.201 -0.038 0.7 -0.4 -1.0
C -2.709 7.794 -2.181 -0.1 0.0 -0.1
C 6.303 0.399 7.963 0.1 0.0 -0.1
B -2.181 3.213 2.224 -2.0 0.0 -1.4
H -3.960 -5.501 -5.228 0.0 0.1 0.0
H -4.288 -4.257 -2.838 0.0 0.1 -0.1
H -2.215 3.510 0.289 -0.2 1.3 0.9
H 1.796 -4.643 -5.536 0.0 -0.1 0.0
H 2.170 1.466 1.595 -2.0 1.0 -0.4
H 3.150 0.028 8.671 0.1 0.1 0.0
H -0.927 0.728 -2.652 2.2 0.0 0.5
H -1.663 -1.981 -5.203 -0.2 -0.1 0.0
H -1.470 -7.175 -4.735 0.2 0.0 -0.1
H -0.108 3.035 -0.233 1.4 -1.2 0.7
H 5.096 -1.341 7.877 0.0 0.2 0.1
H 2.757 7.488 2.710 0.1 -0.1 0.0
H -5.181 -10.208 -3.428 0.1 0.1 0.0
H -0.601 7.656 -2.341 -0.2 0.0 0.1
H 1.533 -1.101 -1.679 -1.0 0.6 -1.5
H 7.232 -0.047 7.637 -0.1 0.1 0.0
H -5.509 -8.962 -1.039 0.1 0.1 -0.1
H 1.433 -0.685 -3.536 -1.1 -0.7 1.8
H -3.129 6.332 0.742 0.1 0.1 -0.2
H 1.589 2.482 -0.706 -1.5 -0.4 1.2
H 4.620 4.367 0.584 0.0 0.1 0.1
H 2.954 0.347 5.157 -2.5 1.2 -0.6
H 0.024 -1.628 -2.609 1.3 1.4 -0.1
H 5.238 7.226 3.787 -0.1 -0.1 -0.1
H 4.050 2.572 8.994 0.1 -0.1 0.0
H -2.880 -6.692 -3.403 -0.2 -0.1 0.2
H 0.816 1.531 -2.614 -1.1 -1.5 0.2
H -0.341 3.746 3.447 -0.7 -1.7 0.4
H -3.478 -8.645 -4.859 -0.1 0.0 0.1
H -3.615 1.907 1.846 -0.3 0.6 0.9
H 1.581 3.212 1.743 -0.8 -2.0 -0.1
H -3.987 -6.713 -1.152 0.0 -0.1 -0.1
H 0.495 -0.110 -0.044 -0.5 1.7 -1.2
H 2.571 5.784 0.878 0.2 0.1 0.1
H -2.259 -3.934 -6.660 -0.1 0.0 0.1
H 6.681 2.524 8.327 -0.1 -0.1 0.0
H -0.554 6.516 -0.106 -0.1 0.0 0.0
H -1.067 0.820 -0.358 2.0 -0.1 -0.2
H 2.658 -7.167 -6.063 -0.1 0.0 0.0
H 6.439 5.215 2.416 -0.1 0.0 0.0
H -2.898 8.297 -3.118 0.0 -0.1 0.1
H -4.640 7.480 -1.199 0.1 0.0 0.0
H -0.586 -4.828 -4.772 0.0 -0.2 -0.1
H 0.551 -8.799 -5.547 0.0 0.1 0.0
H -2.767 -2.007 -2.950 0.0 -0.1 -0.1
```
Positions in Å, forces in eV/Å.


> Among the records above, which one has the highest frontier orbital gap?

C4H7NO